Record 1
50
Properties=species:S:1:pos:R:3:forces:R:3 method="wB97M-V/def2-TZVPD" orbital_gap_ev=7.780 total_energy_ev=-63348.7474 spin_multiplicity=1 max_force_ev_per_a=2.0 de_lowest_kcal_mol=14.9 homo_ev=-7.804
Pt -1.0354 0.4805 -0.6641 -0.62 1.60 0.73
C 1.1545 -4.5208 1.1427 0.02 0.03 0.09
Si -0.1805 -4.8694 -0.1072 0.04 0.07 -0.02
C -1.0777 -6.4461 0.3353 0.01 -0.08 0.01
C 0.5187 -4.9942 -1.8272 -0.01 -0.01 -0.09
C -1.4536 -3.4761 -0.0574 -0.14 0.08 0.00
C -2.7764 -3.6743 0.3289 -0.08 0.05 0.00
C -3.7131 -2.6388 0.3751 -0.13 -0.05 0.03
C -3.3248 -1.3666 0.0187 0.50 -0.33 -0.20
N -2.0663 -1.1589 -0.3791 -0.37 -0.90 0.34
C -1.1459 -2.1617 -0.4044 0.11 1.02 -0.34
S 0.3037 -1.3026 -0.9144 0.94 -1.33 -0.14
H 1.9033 -5.3158 1.1342 0.00 -0.01 0.01
H 0.7291 -4.4662 2.1471 0.03 0.00 0.02
H 1.6622 -3.5765 0.9402 -0.03 0.02 -0.03
H -0.3715 -7.2791 0.3141 -0.01 -0.02 0.00
H -1.8757 -6.6763 -0.3733 -0.01 0.00 0.00
H -1.5072 -6.4092 1.3383 -0.01 0.00 0.01
H 1.2354 -5.8164 -1.8853 0.00 -0.01 -0.01
H 1.0299 -4.0801 -2.1325 -0.01 0.03 0.04
H -0.2783 -5.1873 -2.5484 0.02 -0.02 -0.03
H -3.1022 -4.6680 0.6119 0.00 -0.02 0.00
H -4.7324 -2.8189 0.6849 0.01 -0.04 0.00
H -3.9821 -0.5117 0.0237 -0.06 -0.09 0.03
N 5.4255 4.4603 1.8687 0.07 0.00 -0.11
C 4.3784 4.1055 1.0423 0.03 0.01 0.08
C 3.5745 5.0861 0.4555 -0.02 0.00 -0.06
C 2.5524 4.7300 -0.4032 0.04 0.02 -0.04
C 2.3266 3.3918 -0.7001 -0.34 0.18 0.53
C 3.1091 2.4083 -0.1086 0.04 -0.09 -0.08
C 4.1306 2.7606 0.7503 -0.01 -0.01 -0.05
S 0.9110 2.9449 -1.6318 0.70 -0.08 -0.99
O 0.5506 4.0679 -2.4531 -0.30 0.02 0.38
O 1.1870 1.6787 -2.2477 0.69 -0.11 -0.52
N -0.2381 2.5110 -0.5844 0.82 -1.04 0.10
C -1.4175 3.0666 -0.3291 -0.30 -0.21 -0.20
N -2.2789 2.0015 -0.2425 -1.36 1.42 0.43
C -3.5410 2.2688 0.0640 -0.07 -0.10 -0.03
C -3.9638 3.5706 0.2539 0.17 0.12 -0.02
C -3.0068 4.5728 0.1016 -0.17 0.01 0.03
N -1.7297 4.3468 -0.1813 -0.12 -0.21 0.03
H 5.4396 5.3903 2.2460 -0.03 -0.01 0.03
H 5.8368 3.7505 2.4471 -0.04 0.00 0.04
H 3.7535 6.1307 0.6804 0.02 0.00 -0.02
H 1.9240 5.4860 -0.8547 -0.02 0.00 0.01
H 2.9198 1.3671 -0.3359 -0.03 0.00 0.01
H 4.7449 1.9923 1.2040 0.02 0.00 -0.01
H -4.2264 1.4339 0.1392 0.02 0.08 0.01
H -4.9888 3.7974 0.5007 -0.01 0.01 -0.01
H -3.2870 5.6144 0.2169 0.00 0.00 0.02

***

Record 2
44
Properties=species:S:1:pos:R:3:forces:R:3 method="wB97M-V/def2-TZVPD" orbital_gap_ev=8.557 total_energy_ev=-46835.9972 spin_multiplicity=1 max_force_ev_per_a=1.3 homo_ev=-9.200
N -0.8268 0.0439 0.4524 0.68 -0.48 -0.30
C -1.4031 -0.7418 -0.5713 -0.41 -0.19 0.26
O -2.5062 -0.4776 -0.9743 -0.33 0.29 -0.36
C -0.6194 -1.8762 -1.1847 0.39 0.43 0.01
C -0.0297 -1.3773 -2.5304 0.44 0.27 0.55
C 0.6434 -0.0347 -2.3535 -0.17 -0.26 -0.24
C 1.9233 -0.0562 -1.7130 0.32 0.58 0.07
C 2.6210 1.0862 -1.4773 -0.21 -0.23 -0.07
C 2.0199 2.3086 -1.8725 -0.01 0.91 -0.12
N 2.5242 3.5392 -1.7147 0.50 -0.14 0.42
S 1.4669 4.5815 -2.2796 -0.50 -0.12 -0.43
N 0.2971 3.5792 -2.7992 0.51 0.55 0.30
C 0.7409 2.3620 -2.5058 -0.42 -1.19 -0.11
C 0.0598 1.1297 -2.7505 0.03 -0.19 0.06
H -0.5908 0.9458 0.0502 -0.38 0.27 0.34
H 0.0393 -0.3647 0.7910 0.07 0.09 -0.12
H 0.1797 -2.1923 -0.5189 0.12 -0.04 0.01
H -1.2641 -2.7228 -1.3419 -0.19 -0.10 -0.17
H 0.7732 -2.0572 -2.8125 -0.25 -0.32 -0.27
H -0.7896 -1.3407 -3.3037 -0.10 -0.01 -0.02
H 2.3493 -1.0039 -1.4164 -0.02 -0.14 0.00
H 3.5926 1.0851 -1.0101 0.08 0.03 0.06
H -0.9135 1.0904 -3.2175 -0.07 0.23 -0.06
C -3.0879 -5.6827 0.9737 -0.02 0.10 0.15
N -2.1658 -5.3661 -0.1506 0.02 0.06 0.03
O -1.4265 -4.4105 -0.0242 -0.13 -0.35 0.11
O -2.2191 -6.0890 -1.1212 0.01 -0.02 -0.01
H -2.9282 -4.9573 1.7623 0.04 0.03 -0.04
H -4.1015 -5.6272 0.5888 0.01 -0.09 -0.04
H -2.8554 -6.6881 1.3110 -0.05 -0.04 -0.08
C -0.4298 -2.4967 3.8906 -0.01 0.07 0.16
N 0.4833 -2.2035 2.7536 0.04 0.03 0.05
O 1.2229 -1.2459 2.8531 -0.03 0.03 -0.06
O 0.4214 -2.9420 1.7932 0.01 0.02 0.08
H -0.2632 -1.7568 4.6641 0.04 0.03 -0.04
H -1.4455 -2.4446 3.5098 0.02 -0.06 -0.05
H -0.1964 -3.4961 4.2453 -0.05 -0.04 -0.08
C 1.2519 6.3504 0.9987 0.05 -0.20 0.05
N 1.2353 7.4666 1.9844 0.01 -0.05 0.02
O 1.6081 7.2281 3.1136 -0.01 0.03 0.00
O 0.8470 8.5428 1.5832 0.00 0.01 0.00
H 1.6188 5.4585 1.4929 0.02 0.04 0.05
H 0.2344 6.2108 0.6460 0.01 0.09 -0.07
H 1.9088 6.6432 0.1858 -0.07 0.07 -0.04